Below is 8 unconnected molecules or ions with the total composition C38H64F13NO16S7 in a non-equilibrium geometry, with properties calculated with wB97M-V/def2-TZVPD.

The calculation puts the HOMO-LUMO gap at 10.09 eV. Its LUMO energy is 0.17 eV. The structure (SMILES) is O=C(OC(F)(F)C(F)(F)C(F)(F)C(F)(F)F)N(CCF)CCC(F)(F)F.O=S1(=O)CCCC1.O=S1(=O)CCCC1.O=S1(=O)CCCC1.O=S1(=O)CCCC1.O=S1(=O)CCCC1.O=S1(=O)CCCC1.O=S1(=O)CCCC1.

The geometry in ORCA input format:
```
! RIJCOSX wB97M-V def2-TZVPD def2/J DEFGRID3
* xyz 0 1
O -2.979 5.039 -0.068
C -2.959 3.831 0.014
O -1.804 3.247 0.499
C -1.599 1.905 0.284
F -2.368 1.151 1.077
F -1.809 1.578 -0.998
C -0.110 1.634 0.605
F 0.189 2.151 1.810
F 0.610 2.272 -0.342
C 0.264 0.120 0.605
F -0.648 -0.622 -0.037
F 0.327 -0.307 1.879
C 1.646 -0.174 -0.041
F 2.579 0.665 0.415
F 1.999 -1.432 0.290
F 1.556 -0.093 -1.373
N -4.025 2.969 -0.303
C -4.475 3.180 -1.684
C -5.642 2.328 -2.073
F -5.259 1.011 -2.139
C -5.068 3.001 0.733
C -5.346 1.577 1.250
C -6.795 1.316 1.536
F -7.378 2.342 2.202
F -7.518 1.130 0.415
F -6.946 0.214 2.300
H -3.658 2.883 -2.334
H -4.661 4.230 -1.901
H -6.507 2.431 -1.431
H -5.946 2.631 -3.070
H -5.973 3.489 0.393
H -4.708 3.590 1.565
H -5.039 0.875 0.486
H -4.744 1.386 2.126
O 0.071 -5.109 -3.307
S -0.965 -4.686 -2.397
O -2.238 -4.220 -2.889
C -1.228 -5.981 -1.188
C -0.243 -5.654 -0.068
C -0.330 -4.137 0.135
C -0.278 -3.487 -1.252
H -1.058 -6.947 -1.657
H -2.260 -5.905 -0.848
H -0.483 -6.198 0.845
H 0.769 -5.929 -0.369
H -1.274 -3.888 0.625
H 0.474 -3.771 0.766
H -0.867 -2.580 -1.306
H 0.745 -3.285 -1.564
O 0.550 -5.219 3.353
S 1.934 -5.161 2.954
O 2.319 -4.767 1.623
C 2.835 -4.170 4.140
C 3.282 -5.171 5.201
C 3.770 -6.406 4.433
C 2.719 -6.725 3.362
H 2.183 -3.388 4.521
H 3.686 -3.732 3.620
H 4.062 -4.754 5.837
H 2.437 -5.440 5.838
H 4.727 -6.184 3.956
H 3.925 -7.258 5.093
H 3.160 -7.139 2.459
H 1.945 -7.391 3.738
O -5.982 -1.918 5.792
S -6.069 -2.936 4.771
O -4.963 -3.201 3.886
C -6.599 -4.462 5.537
C -8.122 -4.399 5.480
C -8.467 -3.869 4.081
C -7.561 -2.660 3.811
H -6.197 -4.516 6.547
H -6.210 -5.282 4.934
H -8.567 -5.375 5.665
H -8.494 -3.709 6.241
H -8.274 -4.647 3.340
H -9.517 -3.594 4.000
H -7.291 -2.570 2.763
H -8.009 -1.732 4.159
O 0.346 5.506 -3.646
S 1.231 6.451 -3.007
O 1.087 7.867 -3.234
C 1.239 6.123 -1.248
C 2.355 5.098 -1.069
C 3.518 5.573 -1.950
C 2.929 5.951 -3.315
H 0.256 5.766 -0.945
H 1.470 7.058 -0.741
H 2.648 5.008 -0.024
H 2.014 4.118 -1.408
H 3.987 6.449 -1.495
H 4.285 4.811 -2.052
H 3.459 6.774 -3.785
H 2.901 5.100 -3.992
O -3.373 -4.444 8.467
S -3.075 -3.172 9.078
O -3.542 -2.861 10.406
C -1.308 -2.897 8.989
C -1.107 -2.194 7.649
C -2.236 -1.160 7.544
C -3.539 -1.864 7.941
H -0.792 -3.850 9.068
H -1.035 -2.252 9.823
H -0.124 -1.729 7.587
H -1.191 -2.917 6.835
H -2.039 -0.332 8.228
H -2.311 -0.745 6.540
H -4.234 -1.193 8.438
H -4.023 -2.323 7.085
O 6.320 4.068 -2.546
S 6.509 4.269 -3.963
O 5.801 5.307 -4.671
C 8.262 4.406 -4.285
C 8.716 2.967 -4.515
C 7.634 2.327 -5.396
C 6.274 2.698 -4.797
H 8.745 4.891 -3.440
H 8.380 5.009 -5.185
H 9.696 2.933 -4.988
H 8.785 2.440 -3.560
H 7.703 2.723 -6.406
H 7.749 1.246 -5.457
H 5.509 2.821 -5.561
H 5.944 1.977 -4.051
O 6.653 3.452 -8.246
S 6.021 3.324 -9.538
O 6.765 3.551 -10.749
C 5.207 1.733 -9.617
C 3.811 1.999 -9.060
C 3.359 3.330 -9.677
C 4.525 4.318 -9.540
H 5.779 1.007 -9.045
H 5.169 1.438 -10.665
H 3.126 1.187 -9.299
H 3.855 2.091 -7.973
H 3.124 3.181 -10.732
H 2.463 3.715 -9.193
H 4.577 5.020 -10.367
H 4.490 4.859 -8.596
*
```

***

Below is a molecular structure, C17H27BeN2O2P in a non-equilibrium geometry, with properties calculated with wB97M-V/def2-TZVPD.

The calculation puts the HOMO-LUMO gap (alpha / beta) at 6.85 / 6.24 eV. Its LUMO energy (alpha / beta) is -0.63 / -0.58 eV.

The geometry in ORCA input format:
```
! RIJCOSX wB97M-V def2-TZVPD def2/J DEFGRID3
* xyz 0 1
C 0.798 3.185 -2.411
C -0.521 2.796 -2.234
C -0.814 1.643 -1.477
C 0.211 0.935 -0.884
C 1.537 1.297 -1.038
C 1.832 2.449 -1.802
C -2.241 1.217 -1.354
C -2.548 -0.246 -0.879
N -1.365 -1.155 -0.816
Be -0.417 -0.367 0.156
C 2.589 0.456 -0.362
P 1.880 -1.210 0.261
H -1.350 3.342 -2.676
H 2.878 2.759 -1.920
H 1.025 4.063 -3.019
H 2.994 0.993 0.509
H 3.429 0.300 -1.054
H -2.775 1.916 -0.694
H -2.732 1.300 -2.339
H -3.064 -0.245 0.093
C 3.164 -1.462 1.530
C 2.508 -2.106 -1.190
H -3.182 -0.752 -1.639
C -0.813 -1.399 -2.190
C -1.813 -2.502 -0.316
H 1.221 -2.304 0.957
H -1.657 -1.907 -2.700
H -0.559 -0.476 -2.709
H 0.069 -2.061 -2.145
H -2.579 -2.827 -1.069
H -0.966 -3.201 -0.285
H -2.260 -2.410 0.684
H 3.603 -2.232 -1.128
H 2.027 -3.091 -1.199
H 2.288 -1.588 -2.138
H 4.172 -1.528 1.094
H 3.083 -0.638 2.257
H 2.908 -2.405 2.036
H -0.083 -1.585 1.075
O 1.114 1.723 1.849
C -0.074 1.366 2.163
C -0.782 1.836 3.398
C -1.819 0.776 3.666
C -1.787 -0.111 2.431
O -2.453 -1.140 2.300
N -0.877 0.432 1.523
H -0.087 1.999 4.223
H -1.277 2.785 3.161
H -1.612 0.175 4.561
H -2.825 1.206 3.744
*
```

***

Below is a single C8H10BrNO2S molecule in a non-equilibrium geometry, with properties calculated with wB97M-V/def2-TZVPD.

The relative energy (zero: lowest compared OMol25 entry of this formula, charge and spin) is 18.2 kcal/mol. The calculation puts the HOMO-LUMO gap at 8.43 eV. Its LUMO energy is 0.49 eV. The structure (SMILES) is CN(C)C(=O)[C@@H]1C(Br)=CS/C1=C/O.

The geometry in ORCA input format:
```
! RIJCOSX wB97M-V def2-TZVPD def2/J DEFGRID3
* xyz 0 1
C 0.303 -2.592 0.183
N -0.003 -1.197 0.131
C 0.731 -0.447 -0.864
C -0.666 -0.450 1.080
O -1.150 -0.994 2.060
C -0.980 1.105 0.785
C -2.078 0.891 -0.251
Br -3.614 -0.202 0.094
C -1.832 1.370 -1.465
S -0.483 2.438 -1.463
C -0.135 2.277 0.285
C 0.289 3.386 0.921
O 0.539 3.424 2.220
H 1.368 -2.869 0.615
H -0.534 -3.278 0.615
H 0.317 -3.052 -0.822
H 0.762 0.674 -0.796
H 1.849 -0.781 -0.958
H 0.240 -0.778 -1.908
H -1.188 1.285 1.865
H -2.549 1.144 -2.216
H 0.573 4.198 0.261
H 0.044 2.871 2.791
*
```

***

Below is a gas-phase ion, C4H5N2O3P (charge -2) in a non-equilibrium geometry, with properties calculated with wB97M-V/def2-TZVPD.

The relative energy (zero: lowest compared OMol25 entry of this formula, charge and spin) is 50.5 kcal/mol. The calculation puts the HOMO-LUMO gap at 6.86 eV. Its LUMO energy is 6.22 eV. The structure (SMILES) is C/N=C\C=C=NP(=O)([O-])[O-].

The geometry in ORCA input format:
```
! RIJCOSX wB97M-V def2-TZVPD def2/J DEFGRID3
* xyz -2 1
C -2.359 0.161 -1.153
N -2.791 -0.350 0.188
C -1.853 -0.441 1.090
C -0.453 -0.229 1.173
C 0.539 0.163 0.333
N 1.505 0.251 -0.332
P 3.509 0.335 -0.133
O 3.793 -0.087 -1.571
O 3.796 1.731 0.201
O 3.580 -0.688 1.030
H -1.339 0.538 -1.193
H -2.407 -0.743 -1.838
H -3.090 0.858 -1.784
H -2.371 -0.823 2.020
H -0.057 -0.675 1.970
*
```

***

Below is a molecular structure, C19H47O5Si4TeY in a non-equilibrium geometry, with properties calculated with wB97M-V/def2-TZVPD.

The calculation puts the HOMO-LUMO gap at 7.57 eV. Its LUMO energy is -5.10 eV.

The geometry in ORCA input format:
```
! RIJCOSX wB97M-V def2-TZVPD def2/J DEFGRID3
* xyz 2 1
Y 1.279 1.544 -1.076
C -0.446 3.620 -3.212
C -0.656 2.196 -3.647
O 0.514 1.455 -3.191
C 1.129 0.582 -4.172
C 2.119 -0.375 -3.463
O 2.910 0.423 -2.453
C 3.915 -0.342 -1.816
C 4.387 0.444 -0.577
O 3.249 0.804 0.246
C 3.385 1.818 1.355
C 3.427 3.235 0.766
O 2.361 3.406 -0.275
C 2.087 4.741 -0.844
C 0.601 4.826 -1.369
O 0.175 3.565 -1.879
H -1.326 4.254 -3.044
H 0.273 4.203 -3.869
H -0.709 2.104 -4.757
H -1.589 1.779 -3.289
H 1.640 1.233 -4.907
H 0.362 -0.018 -4.772
H 2.738 -0.924 -4.168
H 1.547 -1.053 -2.834
H 4.787 -0.516 -2.440
H 3.480 -1.342 -1.526
H 4.940 1.339 -0.895
H 5.022 -0.194 0.005
H 4.327 1.721 1.885
H 2.509 1.651 2.001
H 4.441 3.402 0.305
H 3.355 3.901 1.553
H 2.867 5.003 -1.604
H 2.176 5.453 -0.017
H 0.615 5.591 -2.175
H -0.066 5.199 -0.519
C -3.148 -3.022 3.766
Si -3.004 -1.220 3.241
C -2.439 -0.227 4.719
C -4.694 -0.676 2.714
Si -1.609 -1.201 1.343
Te -0.724 1.171 0.828
Si -2.687 -1.872 -0.608
C -3.831 -3.361 -0.521
C -3.557 -0.420 -1.282
C -1.363 -2.147 -1.924
Si 0.378 -2.297 1.859
C 1.080 -1.379 3.358
C 1.631 -1.918 0.551
C 0.314 -4.157 2.142
H -4.004 -2.992 4.452
H -2.281 -3.305 4.369
H -3.310 -3.683 2.945
H -3.041 -0.425 5.519
H -2.517 0.838 4.564
H -1.413 -0.527 5.003
H -5.307 -0.659 3.569
H -5.105 -1.303 1.864
H -4.666 0.332 2.275
H -4.372 -3.338 0.438
H -3.345 -4.335 -0.662
H -4.583 -3.237 -1.316
H -4.383 -0.181 -0.561
H -3.917 -0.554 -2.329
H -2.791 0.398 -1.293
H -0.692 -2.974 -1.723
H -0.753 -1.219 -2.057
H -1.844 -2.321 -2.881
H 0.826 -0.321 3.210
H 2.172 -1.471 3.537
H 0.642 -1.649 4.275
H 1.451 -0.943 0.117
H 1.593 -2.687 -0.275
H 2.648 -1.846 0.947
H -0.439 -4.407 2.902
H 1.266 -4.555 2.383
H -0.007 -4.635 1.217
*
```

***

Below is a single C27H25NO5 molecule, with properties calculated with wB97M-V/def2-TZVPD.

The relative energy (zero: lowest compared OMol25 entry of this formula, charge and spin) is 0.0 kcal/mol. The calculation puts the HOMO-LUMO gap at 8.48 eV. Its LUMO energy is 0.06 eV. The structure (SMILES) is Cc1c(Cc2ccccc2)c(=O)oc2cc(OCC(=O)NC[C@H](O)c3ccccc3)ccc12.

The geometry in ORCA input format:
```
! RIJCOSX wB97M-V def2-TZVPD def2/J DEFGRID3
* xyz 0 1
C -2.038 -2.881 -0.681
C -1.256 -2.031 0.270
C -1.825 -1.344 1.297
C -3.299 -1.311 1.618
C -3.984 -0.211 0.843
C -3.925 1.098 1.310
C -4.520 2.126 0.600
C -5.182 1.860 -0.587
C -5.253 0.559 -1.054
C -4.658 -0.470 -0.343
C -1.010 -0.522 2.185
O -1.441 0.176 3.074
O 0.343 -0.540 2.014
C 0.929 -1.221 1.005
C 2.315 -1.135 0.926
C 2.973 -1.744 -0.129
O 4.311 -1.689 -0.349
C 5.147 -1.052 0.594
C 5.029 0.480 0.682
O 5.644 1.096 1.521
N 4.253 1.033 -0.271
C 3.774 2.389 -0.183
C 2.329 2.454 0.346
O 2.365 1.846 1.618
C 1.278 1.817 -0.549
C -0.034 1.779 -0.083
C -1.042 1.197 -0.828
C -0.754 0.630 -2.057
C 0.539 0.683 -2.544
C 1.544 1.282 -1.803
C 2.229 -2.451 -1.087
C 0.867 -2.557 -0.978
C 0.172 -1.950 0.079
H -1.559 -3.851 -0.799
H -3.053 -3.039 -0.335
H -2.078 -2.396 -1.656
H -3.397 -1.101 2.685
H -3.767 -2.272 1.405
H -3.402 1.304 2.232
H -4.466 3.138 0.974
H -5.646 2.661 -1.142
H -5.776 0.342 -1.974
H -4.734 -1.481 -0.714
H 2.826 -0.550 1.673
H 4.996 -1.458 1.602
H 6.167 -1.294 0.280
H 3.748 0.412 -0.885
H 3.849 2.887 -1.152
H 4.418 2.894 0.541
H 2.070 3.524 0.454
H 1.471 1.704 1.954
H -0.283 2.225 0.871
H -2.052 1.191 -0.451
H -1.540 0.171 -2.638
H 0.771 0.264 -3.512
H 2.530 1.345 -2.236
H 2.760 -2.909 -1.906
H 0.325 -3.107 -1.729
*
```

***

In order of appearance, E = -185867.12311, -34829.03980, -94917.86535, -22640.85068, -70539.08771, -40133.62270 eV.